[1]
7 unconnected molecules or ions with the total composition C46H67BrN4O11 in a non-equilibrium geometry. Source: OMol25; level of theory: the ωB97M-V functional and the def2-TZVPD basis.

E_LUMO: -0.0166 hartree
SMILES string: CC(=O)OCCCCCc1c(O)c(CCN)c2nc(CCc3ccccc3)c(OC#N)nc2c1CC(=O)Br.CC(C)=O.CC(C)=O.CC(C)=O.CC(C)=O.CC(C)=O.CC(C)=O
Spin multiplicity: 1
HOMO-LUMO gap: 7.79 eV
Electronic energy: -5413.508519 hartree

XYZ file:
```
129
C46H67BrN4O11 the ωB97M-V functional and the def2-TZVPD basis
C 6.46310 0.46322 1.20354
C 4.98621 0.89292 0.87197
O 4.71921 2.06484 1.00508
O 4.01888 -0.02484 0.40133
C 3.99649 0.14305 -1.03868
C 2.72337 -0.47936 -1.74347
C 1.86652 -1.44277 -0.82667
C 1.12801 -2.48803 -1.77470
C -0.39639 -2.73177 -1.38295
C -1.24912 -1.42267 -1.35838
C -1.66368 -0.91732 0.01978
O -1.30693 -1.65032 1.15452
C -2.44079 0.31204 0.09656
C -2.87763 0.80658 1.52282
C -3.83331 -0.32106 2.17088
N -5.19419 0.20954 2.47663
C -2.82882 1.08645 -1.13350
N -3.54546 2.26067 -0.95180
C -3.84266 2.88979 -2.11716
C -4.60527 4.24675 -2.05718
C -3.97562 5.30871 -1.07857
C -2.46624 5.62511 -1.32505
C -1.67046 5.21355 -2.48206
C -0.23044 5.52944 -2.60645
C 0.47229 6.28564 -1.56316
C -0.34357 6.74454 -0.40543
C -1.78014 6.43033 -0.26733
C -3.46262 2.32159 -3.44192
O -3.85561 3.08282 -4.59683
C -4.61831 2.31055 -5.41434
N -5.46321 1.80023 -6.00356
N -2.77436 1.18838 -3.68577
C -2.45202 0.59946 -2.47210
C -1.65437 -0.68326 -2.53344
C -1.24663 -1.26210 -3.93847
C -0.28121 -0.27910 -4.69900
O 0.32080 0.59214 -4.15615
Br -0.06572 -0.48106 -6.65740
H 6.52156 -0.37081 1.97524
H 7.00364 1.34480 1.65691
H 7.05048 0.21415 0.26761
H 4.01959 1.24454 -1.29199
H 4.93006 -0.30946 -1.49636
H 3.10466 -1.08984 -2.61924
H 2.08430 0.33651 -2.17022
H 1.10846 -0.83664 -0.25023
H 2.47375 -2.02515 -0.08160
H 1.18410 -2.13005 -2.84453
H 1.62909 -3.49853 -1.69812
H -0.86601 -3.43097 -2.12603
H -0.38741 -3.27764 -0.39638
H -1.10227 -0.97495 1.82918
H -1.98168 0.97245 2.18498
H -3.48958 1.74860 1.47594
H -3.94186 -1.14628 1.41796
H -3.40117 -0.76481 3.10876
H -5.85617 -0.38139 1.96416
H -5.32333 0.04914 3.48806
H -5.63900 4.01350 -1.65073
H -4.78435 4.72476 -3.05869
H -4.07417 4.93544 -0.01419
H -4.53303 6.29172 -1.09765
H -2.14719 4.62370 -3.30323
H 0.34867 5.17214 -3.48948
H 1.56147 6.48567 -1.67730
H 0.20486 7.35110 0.36589
H -2.30885 6.81664 0.63665
H -0.74688 -2.26339 -3.86300
H -2.15201 -1.41954 -4.60086
C -1.44545 -6.96346 -0.71077
C -2.57878 -6.13922 -1.26572
O -2.42246 -5.42103 -2.22960
C -3.91365 -6.24323 -0.57429
H -0.54771 -6.78992 -1.30517
H -1.24407 -6.67155 0.32191
H -1.69827 -8.02438 -0.75948
H -3.82092 -5.91953 0.46430
H -4.27566 -7.27236 -0.61697
H -4.63310 -5.59783 -1.07912
C -1.29971 -5.13796 -9.82962
C -0.09697 -4.49311 -9.18897
O 0.74974 -5.15540 -8.62882
C 0.00958 -2.99212 -9.27309
H -1.24600 -6.21843 -9.69267
H -2.21379 -4.77002 -9.35954
H -1.31294 -4.92046 -10.89942
H -0.84676 -2.53055 -8.77820
H 0.05437 -2.68055 -10.31873
H 0.92115 -2.66620 -8.77141
C -3.55802 0.42117 6.81341
C -4.22862 -0.77315 6.18746
O -4.85104 -0.67513 5.14980
C -4.09709 -2.09381 6.89901
H -3.73578 1.30126 6.19442
H -3.97243 0.60197 7.80697
H -2.48168 0.25095 6.87980
H -4.53535 -2.02416 7.89633
H -3.04463 -2.37513 6.96910
H -4.62814 -2.86214 6.33617
C 8.43916 -2.51602 5.32840
C 7.34863 -1.64030 4.76812
O 7.56071 -0.88447 3.84070
C 5.98565 -1.73707 5.40120
H 9.36246 -2.33877 4.77442
H 8.60795 -2.27437 6.37774
H 8.16344 -3.56557 5.22411
H 6.04471 -1.46091 6.45462
H 5.60027 -2.75278 5.30057
H 5.30374 -1.05109 4.89594
C 7.71126 -5.74456 8.64309
C 7.10128 -4.36844 8.57679
O 6.99766 -3.77428 7.52359
C 6.62539 -3.75938 9.87026
H 8.00814 -6.05697 7.64142
H 8.59632 -5.72874 9.28197
H 6.98049 -6.45720 9.03020
H 7.46254 -3.65609 10.56329
H 5.84671 -4.38448 10.31135
H 6.21037 -2.77041 9.67298
C -2.21108 9.23815 -4.25101
C -2.81380 9.06926 -2.88063
O -3.62261 8.19653 -2.65141
C -2.37031 10.02821 -1.80651
H -2.62015 8.48143 -4.92120
H -2.45616 10.22611 -4.64626
H -1.12797 9.11136 -4.19870
H -2.62252 11.05122 -2.09346
H -1.29423 9.93580 -1.64732
H -2.88374 9.78920 -0.87457
```



[2]
A molecular structure, C46H69Cl2KN9O2PS2 in a non-equilibrium geometry. Source: OMol25; level of theory: the ωB97M-V functional and the def2-TZVPD basis.

E_LUMO: 0.1340 hartree
Spin multiplicity: 1
HOMO-LUMO gap: 3.74 eV
Total charge: -2
Electronic energy: -5095.546655 hartree

XYZ file:
```
132
C46H69Cl2KN9O2PS2 the ωB97M-V functional and the def2-TZVPD basis
K 0.72867 -1.17359 -0.09466
C -3.12808 1.73736 5.30106
N -2.24641 2.48215 4.41661
C -1.90980 3.82145 4.87299
C -0.59563 4.12216 4.16677
N -0.07073 2.80653 3.91960
C 1.12317 2.66178 3.12083
C -1.09353 1.87288 3.84849
N -0.91916 0.75105 3.29366
C -1.95641 -0.22390 3.05005
C -1.81696 -1.46338 3.93283
N -0.60274 -2.17386 3.62735
C -0.60282 -3.39987 3.29741
N -1.67216 -4.32071 3.29884
C -2.48441 -4.44489 4.49168
C -1.23908 -5.56976 2.67394
C 0.12925 -5.22684 2.08826
N 0.52293 -4.05272 2.85342
C 1.65431 -3.31081 2.32334
H -3.29914 2.31921 6.21163
H -2.68168 0.79058 5.59432
H -4.09912 1.53480 4.84509
H -1.77885 3.84230 5.96378
H -2.69409 4.53575 4.61152
H 0.08637 4.71009 4.78633
H -0.76242 4.67574 3.23194
H 1.97903 3.06685 3.66446
H 1.03120 3.17905 2.15876
H 1.29410 1.60497 2.92615
H -1.85369 -0.57068 2.02138
H -2.97060 0.17653 3.13351
H -2.72339 -2.06693 3.78213
H -1.79950 -1.14580 4.98294
H -3.55374 -4.38173 4.26846
H -2.23583 -3.65764 5.20066
H -2.29641 -5.40861 4.98075
H -1.93886 -5.89113 1.90116
H -1.16806 -6.36369 3.42848
H 0.05939 -4.99871 1.01943
H 0.85671 -6.03017 2.21332
H 1.46904 -3.03737 1.28185
H 2.54582 -3.93612 2.35221
H 1.81352 -2.41061 2.90774
O 3.54583 -0.04290 3.49315
C 4.75070 -0.20364 2.92549
C 5.88936 -0.05568 3.72214
C 7.15150 -0.18966 3.17184
C 7.29946 -0.47527 1.81766
C 6.17062 -0.63138 1.02736
C 4.88951 -0.50516 1.55647
C 3.66198 -0.68160 0.70341
O 2.51340 -0.51027 1.27250
N 3.89827 -1.01484 -0.53454
N 2.76454 -1.16147 -1.32866
C 2.98153 -1.68917 -2.47051
S 1.69066 -1.95432 -3.65236
C 3.09580 -1.69971 -5.02336
C 4.23831 -2.59471 -4.62033
S 4.65587 -2.12558 -2.91702
H 2.89400 -0.16475 2.71978
H 5.75442 0.16511 4.77433
H 8.02675 -0.06859 3.80123
H 8.28767 -0.57678 1.38536
H 6.24764 -0.86774 -0.02631
H 3.41961 -0.65636 -5.10643
H 2.61747 -2.01614 -5.95507
H 5.16110 -2.48354 -5.20052
H 3.93216 -3.64344 -4.64048
C -2.71933 5.74923 -1.25653
C -2.74781 4.94930 0.03987
C -2.54504 3.45072 -0.25552
C -1.59385 3.20801 -1.45463
C -0.59745 4.37105 -1.50535
C -1.31313 5.68085 -1.87399
P -0.71720 1.55073 -1.32036
C 0.56377 1.55746 -2.67521
C 1.92806 1.97712 -2.09524
C 3.05738 1.71724 -3.09608
C 2.71698 2.20783 -4.52123
C 1.46017 3.07387 -4.53852
C 0.25574 2.29308 -4.00384
C -1.96528 0.34228 -2.00296
C -2.73256 0.71758 -3.29057
C -4.19881 1.04318 -3.01076
C -4.93081 -0.18172 -2.45061
C -4.05978 -0.96653 -1.44509
C -2.92605 -0.10854 -0.88700
H -3.01882 6.78729 -1.09009
H -3.44948 5.31641 -1.94768
H -3.69178 5.09964 0.57005
H -1.95558 5.31748 0.69977
H -3.52014 3.01095 -0.46479
H -2.15474 2.94751 0.63371
H -2.17518 3.22331 -2.38257
H 0.19821 4.18548 -2.22126
H -0.11777 4.46103 -0.52537
H -1.38742 5.75649 -2.96278
H -0.71435 6.53257 -1.53716
H 0.65474 0.48338 -2.89234
H 2.12846 1.40071 -1.19014
H 1.91651 3.03202 -1.80398
H 3.25131 0.64440 -3.11504
H 3.97225 2.19202 -2.73303
H 2.54486 1.34676 -5.17386
H 3.55732 2.76363 -4.94632
H 1.24650 3.40946 -5.55845
H 1.62726 3.97744 -3.94138
H -0.02707 1.55081 -4.75547
H -0.59072 2.97718 -3.90627
H -1.33204 -0.52987 -2.23794
H -2.69162 -0.13743 -3.97256
H -2.25828 1.54937 -3.81042
H -4.69342 1.38637 -3.92469
H -4.26017 1.86796 -2.29560
H -5.19834 -0.84405 -3.27859
H -5.86842 0.13762 -1.98427
H -3.61508 -1.83014 -1.94550
H -4.67703 -1.34857 -0.62777
H -2.36251 -0.68316 -0.15184
H -3.35048 0.74374 -0.35247
Cl 2.08472 -4.46592 -1.06442
C 0.44449 -4.71509 -1.65931
C -0.09302 -5.97037 -1.48071
C -1.39129 -6.27421 -1.89658
C -2.10088 -5.26838 -2.56454
C -1.55085 -4.02283 -2.74140
Cl -2.47161 -2.87581 -3.71636
C -0.25542 -3.55617 -2.22148
N 0.15791 -2.33168 -2.30348
H 0.51377 -6.73250 -1.00180
H -1.81261 -7.26098 -1.75394
H -3.08561 -5.47066 -2.97188
```



[3]
11 unconnected molecules or ions with the total composition C46H71BrNO20 in a non-equilibrium geometry. Source: OMol25; level of theory: the ωB97M-V functional and the def2-TZVPD basis.

E_LUMO: -0.0876 hartree
Spin multiplicity: 1
HOMO-LUMO gap: 8.72 eV
Total charge: +1
Electronic energy: -5928.802321 hartree

XYZ file:
```
139
C46H71BrNO20 the ωB97M-V functional and the def2-TZVPD basis
C -3.55002 2.06999 -1.53027
C -2.38495 2.09160 -1.26330
C -0.98116 1.85997 -0.88877
N -0.73956 0.38275 -0.82099
C -1.16790 -0.26360 0.45716
C -0.41424 0.20935 1.71887
C -1.45683 0.28984 2.86200
Br -2.46229 1.96344 2.62579
H -4.46260 1.94008 -2.07275
H -0.34032 2.24091 -1.69672
H -0.68767 2.39645 0.01518
H -1.33375 -0.01389 -1.55896
H 0.21604 0.14304 -1.09722
H -0.98048 -1.34182 0.36412
H -2.24472 -0.11390 0.58873
H 0.36361 -0.51182 1.99324
H 0.09029 1.17799 1.61908
H -1.00463 0.18835 3.84748
H -2.17702 -0.51300 2.66818
O 3.81999 2.89571 0.29428
C 3.47587 2.82883 1.43980
O 3.12465 1.67098 2.05227
C 2.66795 1.94886 3.39146
C 3.27583 3.29236 3.74916
C 3.32883 3.99231 2.39881
H 1.57459 1.97499 3.38793
H 2.99613 1.15779 4.06095
H 2.70929 3.83263 4.50571
H 4.28970 3.15010 4.12686
H 2.40048 4.52070 2.17306
H 4.17728 4.66696 2.32350
O -5.86774 0.01136 8.30766
C -5.77757 0.58068 7.26057
O -4.85132 0.26387 6.31771
C -4.93198 1.19794 5.22752
C -6.33399 1.78203 5.29902
C -6.60937 1.75738 6.79577
H -4.15718 1.95707 5.36339
H -4.75130 0.67529 4.28967
H -6.41273 2.76806 4.85177
H -7.03555 1.12645 4.78697
H -6.25046 2.66038 7.29289
H -7.66064 1.59763 7.01066
O 2.31883 5.52199 -6.29023
C 2.13109 4.74240 -5.40017
O 2.05685 5.10639 -4.09619
C 1.93957 3.93661 -3.26977
C 1.39123 2.85427 -4.18822
C 1.99298 3.24224 -5.53073
H 2.92816 3.68885 -2.87554
H 1.27345 4.15004 -2.43368
H 1.64530 1.84504 -3.86611
H 0.30866 2.92514 -4.24267
H 2.98418 2.81087 -5.67648
H 1.33852 2.98227 -6.36022
O -0.77647 0.98372 -4.37837
C -1.72041 0.73028 -5.07944
O -2.43985 -0.40456 -4.96366
C -3.42974 -0.46494 -6.01245
C -3.62970 0.97534 -6.44926
C -2.24679 1.57349 -6.21890
H -3.04436 -1.09501 -6.81604
H -4.34255 -0.91085 -5.62428
H -3.98724 1.06850 -7.47254
H -4.35418 1.46455 -5.79523
H -1.59501 1.44320 -7.08465
H -2.29719 2.62210 -5.93600
O 1.30410 -1.30542 3.87508
C 1.19616 -2.47568 3.62053
O 0.94309 -2.93316 2.37081
C 0.76387 -4.36783 2.40726
C 1.46583 -4.82039 3.67398
C 1.27032 -3.62560 4.59756
H -0.30717 -4.58411 2.42531
H 1.19635 -4.81429 1.51683
H 1.07381 -5.75319 4.07171
H 2.52818 -4.95982 3.47985
H 0.32901 -3.68206 5.14846
H 2.10497 -3.50169 5.28277
O 3.63433 -5.60995 5.90138
C 3.53495 -6.77669 5.65281
O 3.29081 -7.25013 4.40485
C 3.11677 -8.67879 4.45329
C 3.81528 -9.12254 5.72701
C 3.60948 -7.92046 6.64053
H 2.04647 -8.89771 4.46765
H 3.55551 -9.12687 3.56439
H 3.42422 -10.05553 6.12891
H 4.88119 -9.25997 5.53649
H 2.66586 -7.97794 7.18566
H 4.43833 -7.78448 7.32974
O 0.27481 -7.07445 0.09388
C 0.79666 -6.47292 -0.79679
O 1.06120 -5.13925 -0.73554
C 1.58843 -4.69182 -1.99792
C 2.14739 -5.93835 -2.66231
C 1.21525 -7.02602 -2.14138
H 0.77497 -4.24253 -2.57421
H 2.35572 -3.93949 -1.82380
H 2.18153 -5.86792 -3.74805
H 3.16206 -6.12378 -2.30612
H 0.32876 -7.13948 -2.76739
H 1.72394 -7.97916 -2.02735
O -8.81074 2.69660 5.06637
C -9.94343 2.96727 5.35373
O -10.46145 4.20993 5.23516
C -11.80102 4.23390 5.76143
C -12.27372 2.79164 5.71013
C -10.97670 2.02325 5.93125
H -11.76598 4.62467 6.78063
H -12.41691 4.89317 5.15377
H -13.05089 2.56742 6.43851
H -12.66887 2.56595 4.71787
H -10.76503 1.87420 6.99173
H -10.97099 1.07203 5.40563
O 5.10003 3.05584 -6.42831
C 5.26450 3.58996 -7.49375
O 6.21541 3.21297 -8.37327
C 6.22256 4.11645 -9.49634
C 4.84069 4.74705 -9.50428
C 4.49450 4.77574 -8.01985
H 7.01579 4.85155 -9.34509
H 6.42979 3.55930 -10.40747
H 4.81495 5.72410 -9.98333
H 4.14008 4.09652 -10.03202
H 4.85904 5.68069 -7.53206
H 3.43499 4.65492 -7.84654
O 5.66326 -0.45450 -0.93598
C 5.82672 0.08268 -1.99263
O 6.78340 -0.29066 -2.87832
C 6.79288 0.61454 -3.99877
C 5.41418 1.24654 -4.01208
C 5.06062 1.27516 -2.52898
H 7.58572 1.34971 -3.84432
H 7.00182 0.06000 -4.91104
H 5.39369 2.21854 -4.48821
H 4.71389 0.59737 -4.54468
H 5.42411 2.18046 -2.04082
H 3.99281 1.15647 -2.36136
```